1.
Molecular formula: C47H54N7O2S2Zr
Method: DFT, the ωB97M-V functional and the def2-TZVPD basis

Last column: Löwdin charge in e.
Positions of all 113 atoms, in Å:
H: -0.879 3.941 -4.032  0.11
N: -1.514 1.281 0.459  -0.02
O: 2.834 -2.061 -1.920  -0.23
C: 5.227 -1.548 2.361  -0.18
H: -3.399 -1.407 6.435  0.08
H: 0.018 -3.222 5.608  0.11
C: 5.338 -2.967 1.804  -0.07
H: -4.264 5.006 0.728  0.08
H: 0.835 6.162 -2.778  0.07
H: -5.277 -0.543 1.289  0.06
H: -4.158 3.359 -1.860  0.11
C: -0.910 -3.242 -4.553  -0.01
H: 5.730 2.663 0.263  0.07
H: 1.322 -5.182 4.740  0.08
H: -0.763 5.702 -2.212  0.07
C: -0.215 -2.566 -3.562  -0.22
H: -4.707 5.577 -0.883  0.08
C: -4.063 4.888 -0.337  -0.07
C: -0.015 2.669 -1.709  -0.23
C: 2.147 -1.428 2.586  0.06
C: 0.079 4.344 -3.693  -0.18
C: 3.373 0.670 0.030  -0.21
H: 5.961 0.504 -1.077  0.12
H: 6.688 -0.257 0.307  0.11
C: -2.566 -1.106 5.800  -0.08
H: -1.667 -1.064 6.416  0.08
C: -5.836 0.389 1.168  -0.08
C: -2.527 0.960 1.337  -0.24
N: 0.845 1.875 -0.983  -0.02
N: -3.605 -2.072 -1.066  -0.10
H: -4.976 -1.147 -2.317  0.10
O: 1.027 -2.156 -0.275  -0.42
C: 2.864 -0.694 1.668  -0.22
H: -0.569 6.412 -3.816  0.08
C: 0.645 -3.272 -2.732  -0.23
H: -6.033 0.522 0.102  0.07
H: 3.274 5.526 -2.501  0.07
H: -0.108 -4.893 3.747  0.08
H: 6.514 1.867 1.620  0.08
H: 4.790 5.003 -3.238  0.08
H: -3.027 5.186 -0.507  0.07
C: -3.420 2.471 -0.073  -0.13
H: -5.348 3.175 -0.603  0.11
C: 0.868 -4.631 -2.840  -0.02
C: 0.850 -4.474 4.058  -0.08
S: 1.423 -2.095 -1.708  0.66
C: 0.658 -3.116 4.730  -0.19
C: 0.154 -5.299 -3.826  -0.05
H: 1.478 -4.390 3.169  0.07
H: -3.498 -4.118 -0.441  0.13
H: -5.695 -1.976 -0.917  0.09
C: 3.261 1.546 -1.034  0.07
H: 7.410 2.141 0.123  0.08
C: -1.355 2.812 -1.443  0.05
C: 4.303 -0.704 1.546  -0.11
C: 2.090 2.105 -1.508  -0.21
C: -1.797 -2.738 -0.030  -0.10
N: -0.078 -0.554 2.105  -0.02
H: 4.357 -3.443 1.753  0.07
C: -0.117 5.735 -3.092  -0.07
H: 4.178 1.838 -1.527  0.11
C: -4.920 -2.027 -1.680  0.01
C: 3.190 3.543 -3.379  -0.18
N: -1.633 -1.411 -0.359  -0.04
N: 2.313 0.158 0.735  -0.02
H: -5.598 2.494 1.599  0.11
H: 1.616 -2.749 5.109  0.11
H: -4.875 1.450 2.789  0.11
C: 3.930 4.669 -2.658  -0.07
H: 6.212 -1.079 2.389  0.11
H: -6.792 0.280 1.679  0.08
H: -1.573 -2.699 -5.212  0.11
H: -3.297 -2.144 4.047  0.11
H: -2.967 -0.058 -1.341  0.12
C: -5.030 1.569 1.714  -0.18
H: 1.564 -5.145 -2.193  0.13
H: 4.888 -1.576 3.399  0.11
H: -2.759 -0.095 5.440  0.07
C: -2.435 0.020 2.348  0.06
C: -3.715 1.700 1.016  -0.13
N: 0.575 -0.817 -2.205  -0.24
C: -3.005 -3.163 -0.485  -0.03
C: 4.618 0.140 0.529  -0.12
H: 5.745 -2.954 0.792  0.08
C: -4.305 3.446 -0.780  -0.19
C: 0.060 -2.103 3.808  -0.12
H: -5.063 -2.913 -2.293  0.10
C: 0.705 3.384 -2.737  -0.12
C: -0.718 -4.611 -4.669  -0.04
C: -0.265 -1.105 -3.233  -0.85
C: -2.753 -1.045 -0.961  -0.16
H: -1.916 3.486 -2.076  0.12
H: 2.852 3.891 -4.357  0.11
S: -1.279 -0.039 -3.934  0.74
H: -1.246 -5.159 -5.437  0.11
C: 6.436 1.875 0.533  -0.07
H: 2.712 -2.084 3.236  0.12
C: 0.772 -1.378 2.795  -0.22
H: -3.330 -0.155 2.932  0.11
H: 4.286 4.348 -1.678  0.07
H: 0.701 4.414 -4.588  0.11
Zr: 0.242 -0.004 0.010  1.87
H: -2.205 -3.086 5.021  0.11
C: 5.971 0.512 0.015  -0.18
H: 5.985 -3.584 2.426  0.08
C: -1.241 -1.685 3.750  -0.12
H: 0.282 -6.366 -3.949  0.11
C: 2.014 3.041 -2.607  -0.11
C: -2.047 2.209 -0.400  -0.24
C: -2.379 -2.079 4.636  -0.19
H: -1.034 -3.290 0.489  0.11
C: -1.314 -0.707 2.698  -0.23
H: 3.875 2.716 -3.584  0.11

Values from the calculation:
Largest force on an atom, eV Å⁻¹: 0.67
Kohn-Sham gap, eV: 5.824
Relative energy (zero: lowest compared OMol25 entry of this formula, charge and spin), kJ/mol: 11.2
Total charge: +1
Calculated total energy, eV: -87094.5156

2.
Molecular formula: C4H9N3S
Method: DFT, the ωB97M-V functional and the def2-TZVPD basis

Last column: natural (NBO) charge in e.
Positions of all 17 atoms, in Å:
H: -0.494 -1.848 0.749  0.22
H: -1.764 1.034 1.233  0.22
C: 1.927 -0.603 -0.248  0.16
H: -0.040 0.765 1.387  0.21
C: -0.866 1.001 0.632  -0.62
S: 2.479 -2.093 -0.008  0.00
C: -0.881 0.016 -0.493  -0.09
H: 0.425 -0.720 -2.054  0.37
H: -1.625 0.321 -1.241  0.22
N: 1.882 0.588 0.150  -0.14
H: -2.099 -1.146 0.808  0.20
N: 2.364 1.740 -0.058  -0.30
N: 0.304 0.057 -1.328  -0.57
H: -0.578 1.969 0.316  0.21
H: -1.547 -2.164 -0.578  0.21
C: -1.340 -1.346 0.157  -0.62
H: 1.854 2.429 0.576  0.33

Values from the calculation:
Largest force on an atom, eV Å⁻¹: 4.81
Kohn-Sham gap (spin up / spin down), eV: 7.801 / 7.801
Relative energy (zero: lowest compared OMol25 entry of this formula, charge and spin), kJ/mol: 521.1
Calculated total energy, eV: -19594.2356

3.
Molecular formula: C15H24FeN6O6
Method: DFT, the ωB97M-V functional and the def2-TZVPD basis

Last column: Löwdin spin population.
Positions of all 52 atoms, in Å:
C: -3.216 3.007 0.388  0.01
H: 2.767 -2.421 -3.641  0.00
Fe: -0.176 0.350 -0.692  3.66
C: 1.888 -1.790 -3.756  0.00
H: 1.277 2.533 0.846  0.00
C: -2.352 1.823 0.439  0.07
C: 1.377 -1.340 -2.444  -0.01
H: 3.096 2.303 2.090  0.00
H: 1.120 4.048 1.543  0.00
N: -2.539 -3.582 -4.865  0.00
C: -2.259 -3.586 0.013  0.00
H: -3.190 2.225 2.978  0.00
H: 1.960 2.055 3.629  0.00
H: 0.724 -1.079 1.666  0.00
H: -2.066 -0.950 -2.713  0.00
O: -0.209 0.126 -3.461  0.01
N: -0.834 0.384 1.411  0.21
O: 1.360 3.089 1.749  0.00
H: -0.995 0.654 -3.130  0.00
C: 2.568 -3.121 -0.914  0.00
H: 2.203 -0.934 -4.354  0.00
C: 2.499 1.750 2.767  0.01
H: -2.936 -4.966 -1.541  0.00
H: 3.629 -2.946 -1.153  0.00
C: -2.408 1.466 3.007  -0.01
O: -2.351 1.579 -1.899  0.37
H: 2.532 -3.395 0.145  0.00
C: -2.378 -3.037 -2.319  0.00
C: -2.046 -1.736 -1.973  0.00
C: -1.733 -2.315 0.244  0.00
H: -2.674 3.835 0.864  0.00
N: 1.098 -1.219 -0.174  0.04
H: 2.272 -4.017 -1.505  0.00
H: -4.154 2.846 0.909  0.00
H: -1.661 1.756 3.745  0.00
N: -1.636 -1.445 -0.750  0.06
C: -2.481 -3.344 -3.721  0.00
H: 1.143 -2.353 -4.317  0.00
C: 1.711 -1.909 -1.150  -0.01
H: -1.408 -1.984 1.227  0.00
C: -1.839 1.260 1.645  -0.01
H: -2.845 0.532 3.364  0.00
O: 1.309 -1.660 1.070  0.01
O: 1.224 1.604 -0.204  0.08
C: -2.561 -3.971 -1.287  0.00
N: 0.453 -0.365 -2.329  0.04
H: 2.741 0.684 2.829  0.00
H: 2.138 1.253 -0.373  0.00
H: -2.395 -4.231 0.866  0.00
H: -3.386 3.285 -0.647  0.00
N: -1.853 1.319 -0.732  0.17
O: -0.335 -0.183 2.467  0.29

Values from the calculation:
Largest force on an atom, eV Å⁻¹: 3.81
Kohn-Sham gap (spin up / spin down), eV: 5.075 / 4.654
Spin multiplicity: 6
Total charge: +1
Calculated total energy, eV: -71540.4828

4.
Molecular formula: C35H31N2O2
Method: DFT, the ωB97M-V functional and the def2-TZVPD basis

Last column: natural (NBO) charge in e.
Positions of all 70 atoms, in Å:
C: 0.895 1.973 2.527  -0.16
C: -0.177 1.697 -2.975  -0.17
C: 0.714 1.111 -2.082  -0.19
H: 5.583 -3.258 -1.828  0.22
C: 1.708 1.010 1.954  -0.26
H: -2.612 1.956 0.990  0.22
H: -7.486 1.566 4.591  0.19
H: 2.960 -0.819 0.459  0.21
H: -7.234 3.128 5.429  0.22
C: -1.749 -5.407 0.486  -0.13
C: -0.411 -3.827 -0.795  -0.15
C: 0.559 3.139 1.814  -0.24
C: 4.974 -1.252 -1.265  -0.21
H: 4.383 -0.124 -3.991  0.19
C: 2.081 2.497 0.058  -0.27
H: 5.653 -0.426 -0.988  0.20
H: -1.249 1.679 -2.757  0.21
H: -2.043 -6.436 0.697  0.24
C: -0.819 -5.127 -0.536  -0.21
H: 3.027 -1.269 -3.937  0.21
C: -4.142 2.376 2.424  -0.25
C: -2.434 -0.756 1.229  0.48
H: 0.492 1.839 3.535  0.23
H: -0.396 -5.953 -1.111  0.24
C: 0.331 2.302 -4.133  -0.20
N: 3.862 -0.719 -2.044  -0.39
H: -0.342 2.827 -4.810  0.23
C: 1.704 2.261 -4.397  -0.21
C: -5.156 0.439 3.516  -0.32
O: -5.824 2.739 4.053  -0.46
C: 1.256 3.447 0.634  -0.14
H: 2.642 2.731 -0.854  0.23
C: -2.332 -4.373 1.212  -0.25
C: 5.701 -2.236 -2.201  -0.42
H: 0.199 -1.158 -0.878  0.25
H: 4.635 -1.714 -0.328  0.21
C: -1.384 -0.398 0.389  -0.32
H: -6.206 1.721 5.847  0.19
C: 2.073 0.923 -2.402  -0.12
H: -5.867 -0.003 4.220  0.24
H: 5.764 -1.871 -4.367  0.22
H: -4.428 -1.455 2.917  0.23
N: -1.330 4.730 2.630  -0.34
C: -5.067 1.847 3.359  0.40
C: 2.164 1.181 0.615  0.09
C: -3.317 1.539 1.706  -0.14
C: -4.325 -0.384 2.778  -0.12
H: 4.554 -3.054 -3.850  0.21
C: -6.746 2.237 5.043  -0.26
C: -0.951 -2.750 -0.037  -0.10
C: -0.611 -1.394 -0.198  -0.02
C: 2.569 1.578 -3.545  -0.18
C: 2.918 0.093 -1.506  0.29
O: -2.651 -2.065 1.551  -0.40
H: 2.119 2.751 -5.278  0.23
H: -4.084 3.457 2.318  0.26
H: 1.993 0.103 2.504  0.22
H: 1.124 4.420 0.152  0.24
C: -1.951 -3.069 0.908  0.33
C: 3.984 -0.999 -3.461  -0.21
C: -0.459 4.026 2.289  0.29
H: 0.362 0.807 -1.096  0.21
C: 2.669 0.062 -0.121  -0.43
H: 0.330 -3.593 -1.566  0.23
H: -3.078 -4.549 1.989  0.25
H: 3.638 1.583 -3.756  0.22
H: 6.773 -2.012 -2.233  0.22
C: -3.353 0.132 1.891  -0.14
C: 5.038 -2.110 -3.583  -0.41
H: -1.212 0.658 0.197  0.26

Values from the calculation:
Largest force on an atom, eV Å⁻¹: 2.30
Kohn-Sham gap, eV: 4.704
Relative energy (zero: lowest compared OMol25 entry of this formula, charge and spin), kJ/mol: 0.0
Total charge: +1
Calculated total energy, eV: -43865.5129

5.
Molecular formula: C22H20NO8ReS2Se3Te
Method: DFT, the ωB97M-V functional and the def2-TZVPD basis

Last column: Löwdin spin population.
Positions of all 58 atoms, in Å:
O: -3.091 -0.679 -0.808  0.03
O: -0.521 -1.347 -0.967  0.02
O: -1.468 1.091 -1.334  0.05
H: 0.352 -1.366 -5.031  0.00
H: 2.517 -1.260 6.037  0.00
H: -0.895 3.470 0.171  0.00
H: -1.417 0.795 3.861  0.00
C: 2.076 1.903 -0.176  0.00
H: -3.416 0.053 -6.525  0.00
O: 1.075 -1.739 1.504  0.01
C: -0.567 0.311 4.321  0.02
O: -3.835 1.342 -1.944  0.00
C: 0.099 3.251 -0.202  0.00
H: 2.624 1.043 0.195  0.00
C: 2.646 2.718 -1.147  0.00
H: 3.641 2.495 -1.518  0.00
C: -3.193 0.049 -4.401  0.00
O: 1.157 -0.178 -2.336  0.00
O: 0.594 -2.505 -2.777  0.00
C: 1.794 -0.103 4.382  0.01
S: -2.757 0.420 -1.750  0.01
C: -2.762 -0.177 -5.693  0.00
N: 2.955 -1.976 -0.336  0.00
C: -0.642 -0.969 -4.871  0.00
H: 0.093 4.896 -1.574  0.00
H: -1.138 -0.812 -6.944  0.00
H: 1.742 -3.615 -1.021  0.00
C: 1.936 3.791 -1.662  0.00
S: 0.149 -1.211 -2.305  0.00
Se: -1.767 -1.695 2.040  0.19
C: -2.343 -0.228 -3.337  0.00
Se: -3.594 -1.280 3.470  0.09
H: 2.751 -3.931 0.402  0.00
Se: -3.029 1.724 1.534  0.10
C: 0.972 -2.897 0.818  0.00
C: 0.902 1.161 2.453  0.09
C: 2.146 -3.185 -0.111  0.00
Re: -1.518 0.154 0.534  2.30
C: -0.713 -0.394 5.509  0.00
C: 0.385 -0.982 6.119  0.01
H: 2.781 0.025 3.944  0.00
C: -1.065 -0.748 -3.560  0.00
H: 1.884 -1.306 1.170  0.00
C: 0.660 4.061 -1.179  0.00
H: 2.366 4.405 -2.446  0.00
O: 0.066 -3.663 1.006  0.00
H: 1.853 1.698 2.427  0.00
Te: -5.012 0.247 2.045  0.07
H: 3.846 -2.221 -0.742  0.00
H: 0.261 -1.558 7.030  0.00
H: -1.699 -0.492 5.949  0.00
C: 0.686 0.444 3.726  0.01
H: 2.500 -1.383 -1.026  0.00
C: -1.482 -0.666 -5.927  0.00
H: -4.171 0.461 -4.189  0.00
C: 0.155 1.237 1.335  -0.02
C: 1.648 -0.824 5.557  0.00
C: 0.787 2.145 0.300  0.00

Values from the calculation:
Largest force on an atom, eV Å⁻¹: 2.26
Kohn-Sham gap (spin up / spin down), eV: 6.694 / 6.011
Spin multiplicity: 4
Relative energy (zero: lowest compared OMol25 entry of this formula, charge and spin), kJ/mol: 0.0
Total charge: -1
Calculated total energy, eV: -268144.8202

6.
Molecular formula: C44H36I2IrN13O2
Method: DFT, the ωB97M-V functional and the def2-TZVPD basis

Last column: Löwdin spin population.
Positions of all 98 atoms, in Å:
H: -6.134 -2.626 1.987  0.00
C: -1.532 4.064 0.220  0.00
C: -2.483 2.894 2.327  0.02
C: -2.868 -4.302 -1.868  0.00
C: 2.064 -2.401 -5.219  0.00
C: 6.099 -1.167 1.419  0.00
H: 1.072 5.255 0.057  0.00
C: -0.117 -3.544 -3.937  0.00
N: 0.316 1.304 -1.612  0.00
C: 6.127 0.664 2.744  0.00
H: -5.487 -0.336 1.583  0.00
C: -3.900 -2.494 -0.548  0.00
C: 0.086 -1.562 0.356  0.00
H: 6.528 -1.711 0.584  0.00
H: -1.989 3.489 -0.581  0.00
H: 3.340 0.571 0.562  0.00
C: 3.612 -1.484 4.183  0.00
H: -1.459 5.101 -0.108  0.00
H: 2.193 0.235 -5.057  0.00
C: 1.539 -0.647 1.907  0.00
H: -4.485 -5.822 -0.351  0.00
C: -2.995 3.079 3.620  0.01
C: 2.406 -1.950 3.880  0.00
C: 3.283 4.019 -1.049  0.00
N: 5.156 0.238 3.545  0.00
C: -2.737 0.552 -0.017  0.09
C: -2.787 5.264 1.951  0.00
C: -2.313 4.033 1.515  0.01
C: 1.050 0.457 -2.348  0.00
C: 2.181 3.484 -0.413  0.00
C: -4.726 -2.045 0.474  0.00
C: 4.449 3.277 -1.124  0.00
C: -3.484 4.310 4.031  0.00
H: 5.375 1.418 -0.549  0.00
C: 0.868 -4.360 -4.493  0.00
C: -2.096 1.486 1.890  0.04
N: -1.525 -5.409 -3.119  0.00
H: 5.322 3.673 -1.626  0.00
H: -0.348 -3.632 0.591  0.00
N: -1.788 1.299 0.471  0.12
H: 2.914 -1.962 -5.728  0.00
C: 0.894 4.267 -0.374  0.00
H: 2.706 -4.413 -5.585  0.00
C: -0.015 -2.162 -4.038  0.00
H: -0.844 1.097 3.441  0.00
C: 3.342 1.542 0.084  0.00
N: 0.736 0.650 -3.623  0.00
H: 3.222 5.012 -1.476  0.00
N: -3.613 0.190 0.931  0.11
C: -5.394 -4.319 0.894  0.00
C: -0.426 1.998 -2.528  0.00
N: 0.737 -0.493 0.828  0.00
C: -5.475 -2.962 1.197  0.00
H: 1.843 -2.444 4.665  0.00
C: 1.178 -0.086 -4.829  0.00
C: 4.626 -0.950 3.251  0.00
N: -2.589 -5.500 -2.234  0.00
C: 1.948 -3.784 -5.140  0.00
H: 1.745 -0.282 -1.984  0.00
I: -2.851 1.631 5.133  0.00
H: -0.818 -1.543 -3.654  0.00
C: 5.067 -1.704 2.170  0.00
H: -3.893 4.422 5.026  0.00
C: -4.560 -4.768 -0.116  0.00
C: 0.958 -2.931 2.112  0.00
H: -0.535 -1.421 -0.518  0.00
C: 1.673 -1.846 2.599  0.00
H: -1.143 2.759 -2.277  0.00
N: -0.131 3.559 0.435  0.00
H: 1.002 -3.883 2.628  0.00
C: -3.804 -3.847 -0.840  0.00
O: -2.056 -3.377 -2.466  0.00
H: -2.654 6.137 1.326  0.00
H: 0.514 4.423 -1.384  0.00
H: 0.082 3.795 1.408  0.00
N: -0.180 1.624 -3.747  0.00
N: 2.204 2.254 0.153  0.00
H: 2.009 0.250 2.292  0.00
C: 1.081 -1.586 -4.674  0.00
C: 4.477 2.020 -0.541  0.00
C: -3.423 5.402 3.179  0.01
N: -3.234 0.588 2.140  0.51
H: 0.522 0.277 -5.619  0.00
C: -1.232 -4.162 -3.218  0.00
C: 0.194 -2.794 0.973  0.00
H: -2.859 0.278 -1.054  0.00
H: -5.348 -0.101 -0.160  0.00
H: -5.989 -5.027 1.453  0.00
H: 6.563 1.628 2.981  0.00
H: 3.938 -1.542 5.216  0.00
N: 6.624 0.024 1.690  0.00
H: 4.668 -2.689 1.965  0.00
C: -4.879 -0.562 0.711  0.00
Ir: 0.244 1.519 0.397  0.01
H: 0.773 -5.434 -4.413  0.00
H: -3.344 -1.798 -1.162  0.00
O: -0.827 1.117 2.463  0.03
I: -4.181 7.235 3.767  0.01

Values from the calculation:
Largest force on an atom, eV Å⁻¹: 0.68
Kohn-Sham gap (spin up / spin down), eV: 6.407 / 5.641
Spin multiplicity: 2
Relative energy (zero: lowest compared OMol25 entry of this formula, charge and spin), kJ/mol: 328.4
Total charge: +3
Calculated total energy, eV: -88693.6643

7.
Molecular formula: ClFO3S
Method: DFT, the ωB97M-V functional and the def2-TZVPD basis

Last column: natural (NBO) charge in e.
Positions of all 6 atoms, in Å:
F: 1.289 1.155 -0.538  -0.54
S: 1.348 -0.243 0.414  1.80
O: -0.139 -0.058 0.960  -0.77
O: 1.544 -1.253 -0.566  -0.87
Cl: -1.305 0.220 -0.413  1.01
O: -2.738 0.179 0.144  -0.63

Values from the calculation:
Largest force on an atom, eV Å⁻¹: 2.39
Kohn-Sham gap, eV: 8.698
Relative energy (zero: lowest compared OMol25 entry of this formula, charge and spin), kJ/mol: 49.7
Calculated total energy, eV: -32212.0049